{"formula": "C36H84FN5O11S", "method": "ωB97M-V/def2-TZVPD", "homo_ev": -9.093, "symbols": ["C", "O", "C", "C", "C", "C", "C", "C", "C", "C", "C", "C", "C", "C", "O", "S", "O", "O", "O", "C", "C", "C", "O", "F", "H", "H", "H", "H", "H", "H", "H", "H", "H", "H", "H", "H", "H", "H", "H", "H", "H", "H", "H", "H", "H", "H", "H", "H", "H", "H", "H", "H", "H", "C", "C", "C", "O", "C", "N", "H", "H", "H", "H", "H", "H", "H", "H", "H", "H", "H", "C", "C", "C", "O", "C", "N", "H", "H", "H", "H", "H", "H", "H", "H", "H", "H", "H", "C", "C", "C", "O", "C", "N", "H", "H", "H", "H", "H", "H", "H", "H", "H", "H", "H", "C", "C", "C", "O", "C", "N", "H", "H", "H", "H", "H", "H", "H", "H", "H", "H", "H", "C", "C", "C", "O", "C", "N", "H", "H", "H", "H", "H", "H", "H", "H", "H", "H", "H"], "xyz": [[-0.9181, 5.2439, -1.7324], [-0.0548, 6.2844, -1.3044], [1.2030, 6.2366, -1.9703], [2.1628, 5.1220, -1.3912], [3.1694, 4.5704, -2.4576], [2.5280, 3.6555, -3.5556], [2.6115, 2.1107, -3.2038], [1.3561, 1.6109, -2.3832], [0.1341, 1.2871, -3.3261], [-1.2481, 1.8185, -2.7602], [-2.3485, 0.8044, -3.2744], [-3.7829, 1.4077, -3.2779], [-4.2389, 2.0180, -1.9075], [-5.8141, 2.1422, -1.9265], [-6.0696, 2.4860, -0.5092], [-6.2039, 4.1189, -0.3823], [-5.1846, 4.7817, 0.3653], [-7.5182, 4.6432, -0.1691], [-5.7812, 4.5033, -1.9602], [-6.3705, 3.3979, -2.6506], [-6.4866, 3.4302, -4.1947], [-7.0683, 4.8472, -4.5542], [-8.0706, 5.1456, -4.0475], [-6.4135, 5.6970, -5.3805], [-0.8149, 5.0168, -2.8246], [-0.6920, 4.2917, -1.1840], [-1.9833, 5.5041, -1.5555], [1.0398, 6.0800, -3.0666], [1.7370, 7.2021, -1.7979], [2.6952, 5.4610, -0.4743], [1.5030, 4.2800, -1.0841], [3.5819, 5.4718, -2.9861], [4.0401, 4.0700, -1.9723], [3.1513, 3.7821, -4.4771], [1.4872, 3.9290, -3.8393], [3.5746, 1.9142, -2.6882], [2.5925, 1.5640, -4.1801], [1.6645, 0.6599, -1.8800], [1.0427, 2.3019, -1.5718], [0.2981, 1.6461, -4.3658], [0.0270, 0.1727, -3.3225], [-1.2392, 1.8466, -1.6503], [-1.4277, 2.8314, -3.1911], [-2.2484, -0.1519, -2.7164], [-2.0690, 0.5913, -4.3384], [-4.5172, 0.5956, -3.5277], [-3.8781, 2.1551, -4.0987], [-3.7566, 3.0036, -1.7398], [-3.9398, 1.3408, -1.0737], [-6.2467, 1.1691, -2.2376], [-7.4510, 3.3861, -2.3339], [-7.2332, 2.6930, -4.5682], [-5.5324, 3.2824, -4.7413], [4.2765, -3.5427, 0.5418], [4.4466, -2.0590, 0.8463], [3.6128, -1.1411, -0.0648], [4.1418, -0.9732, -1.3716], [3.8235, -2.0186, -2.2739], [5.8757, -1.7267, 0.7927], [4.8157, -3.8506, -0.3551], [4.6620, -4.1387, 1.3664], [3.2223, -3.7988, 0.4127], [4.0993, -1.8979, 1.8721], [3.6111, -0.1405, 0.3785], [2.5648, -1.4636, -0.1094], [2.8275, -2.4315, -2.0887], [4.5762, -2.8083, -2.2235], [3.8457, -1.6072, -3.2841], [6.0007, -0.7621, 1.0900], [6.1473, -1.7125, -0.1893], [8.4061, -6.2389, 3.8678], [7.6118, -5.0208, 3.4061], [6.7648, -4.3776, 4.5179], [5.5728, -5.0832, 4.8318], [5.7465, -6.1761, 5.7162], [6.7916, -5.3983, 2.2503], [7.7844, -7.1274, 3.9838], [9.1764, -6.4843, 3.1345], [8.9045, -6.0434, 4.8204], [8.3369, -4.2693, 3.0759], [6.4367, -3.3961, 4.1628], [7.3589, -4.1998, 5.4230], [6.5281, -5.9836, 6.4568], [5.9713, -7.0872, 5.1573], [4.8039, -6.3353, 6.2416], [6.3402, -4.5641, 1.8878], [6.0166, -5.9603, 2.5999], [-9.6422, -2.0505, -0.0224], [-8.5708, -3.1107, -0.2601], [-7.2986, -2.9010, 0.5806], [-6.4431, -1.8729, 0.1043], [-6.8153, -0.5633, 0.4971], [-8.2694, -3.1692, -1.6951], [-9.4068, -1.1035, -0.5098], [-10.6000, -2.3859, -0.4236], [-9.7767, -1.8628, 1.0456], [-8.9988, -4.0738, 0.0356], [-6.7066, -3.8195, 0.5279], [-7.5386, -2.7450, 1.6396], [-7.2558, -0.5437, 1.4981], [-7.5073, -0.1326, -0.2309], [-5.9167, 0.0548, 0.5037], [-7.6278, -3.9400, -1.8649], [-7.7182, -2.3433, -1.9225], [11.6151, -4.4725, -1.4740], [10.4844, -4.6781, -0.4700], [9.9580, -3.3683, 0.1445], [10.7963, -2.8092, 1.1454], [11.8783, -2.0406, 0.6511], [10.9303, -5.6196, 0.5621], [12.5668, -4.2501, -0.9899], [11.7626, -5.3774, -2.0661], [11.3822, -3.6578, -2.1642], [9.6518, -5.1383, -1.0115], [9.0124, -3.5913, 0.6484], [9.7311, -2.6243, -0.6299], [11.6135, -1.5007, -0.2627], [12.7492, -2.6759, 0.4760], [12.1496, -1.3124, 1.4167], [10.1449, -5.8286, 1.1743], [11.5807, -5.1204, 1.1671], [-8.1332, 4.5641, 3.3331], [-8.1242, 3.0386, 3.3537], [-9.3930, 2.4225, 3.9700], [-9.4457, 2.4792, 5.3870], [-9.8947, 3.7155, 5.9143], [-6.9105, 2.5780, 4.0388], [-7.9356, 4.9982, 4.3141], [-7.3604, 4.9366, 2.6593], [-9.0940, 4.9437, 2.9778], [-8.0741, 2.7023, 2.3121], [-9.4029, 1.3563, 3.7217], [-10.3017, 2.8534, 3.5315], [-10.6535, 4.1806, 5.2786], [-9.0535, 4.3965, 6.0588], [-10.3349, 3.5220, 6.8934], [-6.8574, 1.5646, 3.9676], [-7.0439, 2.7419, 5.0354]], "atomic_forces_ev_per_a": [[-0.14, -0.81, 0.00], [0.00, -0.06, -0.63], [1.19, -0.30, 0.44], [-0.58, -0.74, -0.37], [-0.47, 1.05, -0.31], [1.13, -0.87, -0.06], [-1.12, 0.84, -0.14], [0.65, -0.56, -0.52], [-0.30, -0.15, 1.48], [0.20, -0.99, -1.14], [0.39, 1.19, -0.51], [-0.19, -0.63, 0.40], [-0.29, -0.54, -1.43], [2.67, 0.75, 0.16], [-1.17, 1.76, 0.05], [1.06, 2.86, -0.71], [0.13, -1.59, 0.18], [-0.05, -1.77, -0.19], [-0.59, -1.52, 0.55], [-2.18, -1.53, -0.18], [1.55, 1.47, -0.99], [1.01, -1.56, 0.32], [-1.79, 1.20, 0.38], [0.12, -0.94, 0.30], [0.07, 0.33, 0.65], [-0.24, 0.66, -0.39], [0.76, 0.09, 0.12], [0.20, 0.15, 0.70], [-0.77, -0.48, -0.29], [-0.42, -0.01, -0.68], [0.48, 0.48, 0.00], [-0.13, -0.69, 0.44], [-0.71, 0.21, -0.35], [-0.56, 0.02, 0.60], [0.58, -0.02, 0.38], [-0.63, -0.02, -0.27], [0.22, 0.19, 0.83], [-0.31, 0.70, -0.25], [0.36, -0.22, -0.60], [-0.14, -0.24, 0.66], [0.23, 0.81, -0.43], [0.03, 0.15, -0.66], [-0.06, -0.61, 0.56], [-0.31, 0.61, -0.21], [-0.33, -0.04, 0.78], [0.60, 0.51, 0.06], [0.25, -0.39, 0.63], [-0.45, -0.54, 0.01], [-0.36, 0.43, -0.56], [-0.25, 0.75, 0.62], [0.65, 0.13, -0.38], [0.56, 0.46, 0.55], [-0.51, -0.05, 0.48], [-0.16, -0.09, 0.02], [0.08, -0.12, -0.33], [0.10, 0.27, 0.20], [-0.32, -0.12, 0.12], [0.27, 0.16, -0.16], [-0.10, 0.17, -0.02], [0.00, 0.08, 0.00], [-0.16, 0.04, -0.01], [0.03, -0.01, -0.01], [-0.01, 0.10, -0.05], [0.06, 0.00, -0.08], [0.02, -0.14, -0.05], [0.03, -0.03, 0.07], [-0.15, -0.16, -0.02], [-0.02, 0.07, 0.06], [0.06, -0.08, 0.12], [0.02, -0.11, 0.09], [0.21, 0.01, 0.03], [-0.13, -0.33, 0.13], [-0.04, 0.27, -0.21], [0.24, 0.07, 0.18], [-0.27, -0.05, -0.16], [-0.06, 0.16, 0.10], [-0.06, 0.07, -0.01], [-0.06, -0.01, 0.02], [-0.01, -0.02, -0.02], [-0.10, 0.08, 0.03], [-0.07, -0.07, -0.03], [0.03, -0.14, 0.03], [0.05, -0.01, -0.06], [0.14, -0.07, 0.14], [0.00, 0.08, -0.03], [0.28, 0.05, -0.10], [0.13, -0.07, -0.06], [-0.20, -0.05, 0.09], [0.05, 0.38, -0.07], [0.07, -0.31, -0.09], [-0.15, -0.02, 0.28], [0.24, 0.01, -0.29], [0.21, -0.09, 0.10], [0.07, -0.04, 0.01], [0.07, 0.00, -0.03], [0.02, 0.02, -0.03], [0.12, -0.02, 0.01], [0.04, 0.07, -0.06], [-0.07, 0.12, -0.02], [-0.08, -0.02, -0.04], [-0.15, 0.12, 0.18], [0.02, -0.08, 0.04], [-0.13, -0.05, -0.05], [-0.13, -0.02, -0.01], [-0.01, -0.04, -0.21], [0.33, 0.17, 0.10], [-0.29, -0.21, 0.13], [-0.09, 0.14, -0.28], [0.07, -0.10, 0.30], [-0.18, 0.12, 0.16], [-0.06, 0.02, 0.05], [-0.01, 0.01, 0.08], [0.03, 0.00, 0.03], [-0.06, 0.05, 0.11], [0.06, 0.00, 0.05], [0.14, 0.02, -0.05], [0.00, -0.08, -0.04], [0.06, 0.10, -0.18], [-0.08, -0.02, 0.01], [-0.03, -0.11, -0.12], [0.04, -0.08, -0.11], [0.02, 0.14, -0.19], [0.00, 0.25, 0.34], [0.11, -0.27, -0.13], [-0.19, 0.11, -0.23], [0.16, -0.13, 0.24], [-0.16, -0.23, 0.01], [-0.03, -0.11, 0.03], [-0.01, -0.05, 0.05], [0.03, 0.00, 0.01], [-0.06, -0.08, 0.04], [0.02, 0.00, 0.10], [0.02, 0.14, 0.03], [0.07, 0.02, -0.06], [-0.11, 0.17, -0.07], [0.00, -0.08, -0.05], [0.09, 0.04, -0.08], [0.08, 0.09, -0.09]]}